Here is a single C4H10IN molecule at a distorted geometry from the Open Molecules 2025 dataset. Energies are from wB97M-V/def2-TZVPD.

Properties
SMILES = CC(C)(C)NI
HOMO energy (spin up / spin down) = -9.17 / -9.14 eV
Kohn-Sham gap (spin up / spin down) = 7.6 / 7.6 eV
Total charge = 0
Energy relative to the best compared isomer or geometry (same formula, charge and spin) = 20.6 kcal per mole
Max |F| = 0.0974 Eh/bohr
LUMO level (spin up / spin down) = -1.6 / -1.5 eV

Each atom is followed by the atoms it is bonded to, with distances in Å.
Positions of all 16 atoms, in Å:
1 C 1.201 0.996 -0.172  C2 1.567, H7 1.099, H8 1.071, H9 1.093
2 C -0.101 0.133 -0.043  C1 1.567, C3 1.620, C4 1.493, N5 1.383
3 C -0.098 -0.497 1.450  C2 1.620, H10 1.046, H11 1.015, H12 1.143
4 C 0.089 -0.946 -1.056  C2 1.493, H13 1.135, H14 1.098, H15 1.026
5 N -1.178 0.996 -0.121  C2 1.383, I6 2.538, H16 1.071
6 I -3.392 -0.232 0.067  N5 2.538
7 H 2.027 0.335 0.125  C1 1.099
8 H 1.466 1.484 -1.088  C1 1.071
9 H 1.072 1.723 0.634  C1 1.093
10 H 0.811 -1.004 1.548  C3 1.046
11 H -0.983 -0.989 1.523  C3 1.015
12 H -0.090 0.330 2.239  C3 1.143
13 H -0.764 -1.398 -1.652  C4 1.135
14 H 0.735 -0.768 -1.925  C4 1.098
15 H 0.534 -1.669 -0.478  C4 1.026
16 H -1.328 1.505 -1.052  N5 1.071

***

Here is 13 unconnected molecules or ions with the total composition C40H71N7O6S6 at a distorted geometry from the Open Molecules 2025 dataset. Energies are from wB97M-V/def2-TZVPD.

Properties
HOMO energy = -7.97 eV
Kohn-Sham gap = 8.2 eV
Total charge = 0
Energy relative to the best compared isomer or geometry (same formula, charge and spin) = 0.0 kcal per mole
Max |F| = 0.0408 Eh/bohr
LUMO level = 0.2 eV

Each atom is followed by the atoms it is bonded to, with distances in Å.
Positions of all 130 atoms, in Å:
1 C -1.487 -0.687 -0.030  S2 1.753, H5 1.092, H6 1.095, H7 1.097
2 S -0.106 0.391 -0.049  C1 1.753, O3 1.469, C4 1.777
3 O 0.397 0.477 1.329  S2 1.469
4 C 1.014 -0.730 -0.853  S2 1.777, H8 1.095, H9 1.077, H10 1.092
5 H -1.492 -1.551 0.637  C1 1.092
6 H -1.751 -1.041 -1.031  C1 1.095
7 H -2.337 -0.053 0.253  C1 1.097
8 H 0.570 -1.031 -1.808  C4 1.095
9 H 1.200 -1.532 -0.159  C4 1.077
10 H 1.907 -0.169 -1.134  C4 1.092
11 C -5.324 -1.313 1.407  S12 1.765, H15 1.092, H16 1.101, H17 1.085
12 S -6.910 -1.085 2.147  C11 1.765, O13 1.456, C14 1.796
13 O -7.618 0.011 1.502  S12 1.456
14 C -7.614 -2.590 1.463  S12 1.796, H18 1.086, H19 1.087, H20 1.089
15 H -5.364 -1.853 0.459  C11 1.092
16 H -4.709 -1.931 2.079  C11 1.101
17 H -4.812 -0.366 1.271  C11 1.085
18 H -7.494 -2.594 0.383  C14 1.086
19 H -8.674 -2.586 1.703  C14 1.087
20 H -7.085 -3.421 1.927  C14 1.089
21 C -2.493 0.225 6.443  S22 1.792, H25 1.080, H26 1.093, H27 1.091
22 S -2.891 0.322 4.698  C21 1.792, O23 1.474, C24 1.783
23 O -3.114 1.758 4.446  S22 1.474
24 C -1.243 -0.045 4.127  S22 1.783, H28 1.093, H29 1.099, H30 1.094
25 H -3.370 0.437 7.036  C21 1.080
26 H -1.721 0.983 6.597  C21 1.093
27 H -2.053 -0.745 6.678  C21 1.091
28 H -1.002 0.303 3.119  C24 1.093
29 H -1.167 -1.142 4.115  C24 1.099
30 H -0.501 0.305 4.850  C24 1.094
31 C 0.855 3.224 3.010  S32 1.787, H35 1.084, H36 1.089, H37 1.090
32 S 1.844 3.644 4.437  C31 1.787, O33 1.476, C34 1.782
33 O 2.559 2.410 4.816  S32 1.476
34 C 3.027 4.650 3.563  S32 1.782, H38 1.098, H39 1.088, H40 1.089
35 H 0.190 2.436 3.346  C31 1.084
36 H 1.488 2.872 2.197  C31 1.089
37 H 0.308 4.096 2.654  C31 1.090
38 H 2.485 5.372 2.938  C34 1.098
39 H 3.668 4.041 2.929  C34 1.088
40 H 3.586 5.260 4.270  C34 1.089
41 C -2.269 3.820 1.378  S42 1.779, H45 1.096, H46 1.094, H47 1.087
42 S -3.672 3.458 0.346  C41 1.779, O43 1.476, C44 1.769
43 O -3.580 2.012 0.067  S42 1.476
44 C -4.900 3.660 1.605  S42 1.769, H48 1.097, H49 1.089, H50 1.086
45 H -2.257 3.119 2.221  C41 1.096
46 H -2.381 4.817 1.816  C41 1.094
47 H -1.367 3.751 0.777  C41 1.087
48 H -4.523 3.248 2.549  C44 1.097
49 H -5.747 3.041 1.315  C44 1.089
50 H -5.141 4.711 1.730  C44 1.086
51 C 2.146 -4.951 2.718  S52 1.771, H55 1.089, H56 1.092, H57 1.092
52 S 1.838 -3.521 1.720  C51 1.771, O53 1.492, C54 1.759
53 O 0.406 -3.603 1.312  S52 1.492
54 C 1.909 -2.258 2.942  S52 1.759, H58 1.091, H59 1.102, H60 1.092
55 H 1.335 -5.140 3.421  C51 1.089
56 H 3.104 -4.883 3.238  C51 1.092
57 H 2.210 -5.799 2.033  C51 1.092
58 H 2.816 -2.225 3.548  C54 1.091
59 H 1.060 -2.363 3.638  C54 1.102
60 H 1.730 -1.295 2.462  C54 1.092
61 N 2.129 4.643 -0.839  C62 1.370, C65 1.400, H66 1.000
62 C 1.773 5.475 -1.868  N61 1.370, C63 1.369, H67 1.077
63 C 0.619 4.990 -2.423  C62 1.369, C64 1.448, H68 1.072
64 C 0.219 3.836 -1.644  C63 1.448, C65 1.373, H69 1.081
65 C 1.212 3.592 -0.728  N61 1.400, C64 1.373, H70 1.077
66 H 3.014 4.709 -0.377  N61 1.000
67 H 2.358 6.359 -2.057  C62 1.077
68 H 0.019 5.398 -3.212  C63 1.072
69 H -0.683 3.248 -1.745  C64 1.081
70 H 1.248 2.902 0.099  C65 1.077
71 N -3.153 0.665 -5.039  C72 1.363, C75 1.396, H76 0.999
72 C -1.846 1.023 -5.181  N71 1.363, C73 1.376, H77 1.075
73 C -1.361 1.356 -3.936  C72 1.376, C74 1.422, H78 1.076
74 C -2.425 1.177 -3.009  C73 1.422, C75 1.368, H79 1.078
75 C -3.551 0.845 -3.713  N71 1.396, C74 1.368, H80 1.076
76 H -3.776 0.421 -5.781  N71 0.999
77 H -1.334 0.945 -6.122  C72 1.075
78 H -0.371 1.681 -3.668  C73 1.076
79 H -2.349 1.423 -1.962  C74 1.078
80 H -4.551 0.562 -3.434  C75 1.076
81 N 4.128 1.134 2.755  C82 1.366, C85 1.356, H86 1.025
82 C 3.722 0.981 1.460  N81 1.366, C83 1.376, H87 1.079
83 C 4.845 0.800 0.687  C82 1.376, C84 1.444, H88 1.081
84 C 5.986 0.970 1.555  C83 1.444, C85 1.379, H89 1.076
85 C 5.481 1.222 2.813  N81 1.356, C84 1.379, H90 1.078
86 H 3.464 1.403 3.487  N81 1.025
87 H 2.670 0.912 1.232  C82 1.079
88 H 4.798 0.551 -0.364  C83 1.081
89 H 7.014 0.822 1.274  C84 1.076
90 H 5.972 1.263 3.771  C85 1.078
91 N 2.991 2.626 -3.201  C92 1.356, C95 1.391, H96 1.002
92 C 3.552 2.687 -4.434  N91 1.356, C93 1.361, H97 1.078
93 C 4.567 1.781 -4.476  C92 1.361, C94 1.446, H98 1.073
94 C 4.669 1.190 -3.160  C93 1.446, C95 1.354, H99 1.081
95 C 3.696 1.739 -2.394  N91 1.391, C94 1.354, H100 1.075
96 H 2.275 3.246 -2.874  N91 1.002
97 H 3.153 3.345 -5.189  C92 1.078
98 H 5.273 1.602 -5.264  C93 1.073
99 H 5.357 0.440 -2.796  C94 1.081
100 H 3.428 1.592 -1.363  C95 1.075
101 N -4.047 -4.550 -0.769  C102 1.387, C105 1.364, H106 1.000
102 C -3.258 -3.482 -1.171  N101 1.387, C103 1.356, H107 1.075
103 C -4.010 -2.704 -1.989  C102 1.356, C104 1.438, H108 1.079
104 C -5.273 -3.369 -2.161  C103 1.438, C105 1.381, H109 1.077
105 C -5.231 -4.550 -1.446  N101 1.364, C104 1.381, H110 1.074
106 H -3.696 -5.292 -0.199  N101 1.000
107 H -2.262 -3.353 -0.789  C102 1.075
108 H -3.756 -1.751 -2.426  C103 1.079
109 H -6.102 -3.068 -2.778  C104 1.077
110 H -5.895 -5.389 -1.350  C105 1.074
111 N 4.429 -4.616 -0.457  C112 1.371, C115 1.367, H116 0.995
112 C 5.750 -4.982 -0.506  N111 1.371, C113 1.371, H117 1.075
113 C 6.450 -3.932 -1.041  C112 1.371, C114 1.430, H118 1.076
114 C 5.485 -2.990 -1.519  C113 1.430, C115 1.367, H119 1.077
115 C 4.255 -3.433 -1.121  N111 1.367, C114 1.367, H120 1.075
116 H 3.695 -5.188 -0.106  N111 0.995
117 H 6.065 -5.913 -0.070  C112 1.075
118 H 7.514 -3.875 -1.195  C113 1.076
119 H 5.636 -2.027 -1.975  C114 1.077
120 H 3.270 -3.039 -1.294  C115 1.075
121 N -0.738 -1.742 -3.941  C122 1.359, C125 1.343, H126 1.003
122 C -0.697 -3.053 -3.586  N121 1.359, C123 1.342, H127 1.078
123 C 0.484 -3.567 -3.965  C122 1.342, C124 1.417, H128 1.074
124 C 1.215 -2.500 -4.542  C123 1.417, C125 1.348, H129 1.076
125 C 0.427 -1.406 -4.519  N121 1.343, C124 1.348, H130 1.073
126 H -1.534 -1.140 -3.847  N121 1.003
127 H -1.569 -3.499 -3.136  C122 1.078
128 H 0.802 -4.590 -3.882  C123 1.074
129 H 2.223 -2.516 -4.919  C124 1.076
130 H 0.661 -0.393 -4.783  C125 1.073

***

Here is 2 unconnected molecules or ions with the total composition C4H7NO2 at a distorted geometry from the Open Molecules 2025 dataset. Energies are from wB97M-V/def2-TZVPD.

Properties
SMILES = C=C/C=N\O.C=O
HOMO energy = -9.39 eV
Kohn-Sham gap = 10.1 eV
Total charge = 0
Energy relative to the best compared isomer or geometry (same formula, charge and spin) = 95.8 kcal per mole
Max |F| = 0.0215 Eh/bohr
LUMO level = 0.7 eV

Each atom is followed by the atoms it is bonded to, with distances in Å.
Positions of all 14 atoms, in Å:
1 C 1.422 1.571 0.890  C2 1.333, H6 1.077, H7 1.076
2 C 1.008 0.518 0.185  C1 1.333, C3 1.459, H8 1.080
3 C -0.054 0.624 -0.809  C2 1.459, N4 1.278, H9 1.083
4 N -0.362 -0.211 -1.726  C3 1.278, O5 1.397
5 O 0.275 -1.453 -1.665  N4 1.397, H10 0.966
6 H 2.187 1.481 1.643  C1 1.077
7 H 0.943 2.530 0.799  C1 1.076
8 H 1.535 -0.425 0.200  C2 1.080
9 H -0.572 1.571 -0.897  C3 1.083
10 H -0.106 -1.942 -2.406  O5 0.966
11 C -1.558 -1.050 0.920  O12 1.207, H13 1.099, H14 1.105
12 O -1.290 -0.288 1.816  C11 1.207
13 H -2.438 -0.938 0.270  C11 1.099
14 H -0.990 -1.987 0.779  C11 1.105

***

- What is the formula in the third record?
  C4H7NO2